Entry from the OMol25 dataset: an isolated ion of composition C3H3N2OS and charge +1 (ωB97M-V/def2-TZVPD).

Structure (ORCA input):
```
! wB97M-V def2-TZVPD RIJCOSX def2/J DEFGRID3
* xyz 1 1
C -0.0264 -0.9160 0.5162
C -2.2161 0.3388 -0.1824
C 1.3938 -0.9316 -0.0003
N 0.2504 1.3840 0.1676
N 0.5242 0.2200 0.2343
O -2.9303 1.2306 -0.0411
S -1.6561 -1.1572 -0.1102
H 2.1001 -1.0217 0.7504
H 1.6084 -1.1110 -0.9868
H 0.9520 1.9641 -0.3476
*
```

Energy above the lowest of the compared OMol25 structures with the same formula, charge and spin: 136.01 kcal/mol
E_tot: -698.56994 Ha